[1]
{"formula": "C36H66O30", "method": "wB97M-V/def2-TZVPD", "symbols": ["O", "O", "O", "O", "O", "O", "O", "O", "O", "O", "O", "O", "O", "O", "O", "O", "O", "O", "O", "O", "O", "O", "O", "O", "O", "O", "O", "O", "O", "O", "C", "C", "C", "C", "C", "C", "C", "C", "C", "C", "C", "C", "C", "C", "C", "C", "C", "C", "C", "C", "C", "C", "C", "C", "C", "C", "C", "C", "C", "C", "C", "C", "C", "C", "C", "C", "H", "H", "H", "H", "H", "H", "H", "H", "H", "H", "H", "H", "H", "H", "H", "H", "H", "H", "H", "H", "H", "H", "H", "H", "H", "H", "H", "H", "H", "H", "H", "H", "H", "H", "H", "H", "H", "H", "H", "H", "H", "H", "H", "H", "H", "H", "H", "H", "H", "H", "H", "H", "H", "H", "H", "H", "H", "H", "H", "H", "H", "H", "H", "H", "H", "H"], "positions_angstrom": [[-7.641, 19.375, 14.338], [-12.975, 23.248, 7.698], [-13.200, 19.457, 9.004], [-7.431, 21.584, 18.307], [-9.313, 19.023, 13.028], [-9.232, 21.291, 6.336], [-10.964, 19.508, 8.941], [-8.558, 17.355, 14.378], [-15.021, 23.131, 16.625], [-13.434, 21.752, 16.048], [-12.909, 23.303, 5.480], [-7.305, 24.238, 6.160], [-8.807, 25.284, 16.405], [-14.787, 23.794, 6.582], [-10.033, 22.229, 12.483], [-7.484, 24.427, 8.418], [-13.750, 23.512, 14.771], [-8.782, 20.601, 19.789], [-10.452, 23.998, 15.726], [-6.127, 19.223, 9.103], [-6.001, 23.095, 7.377], [-9.906, 22.424, 4.565], [-4.947, 19.563, 7.274], [-7.843, 21.507, 4.694], [-8.040, 22.441, 13.513], [-12.216, 18.823, 7.167], [-9.805, 23.895, 17.889], [-6.229, 17.715, 7.510], [-8.205, 21.840, 11.358], [-6.708, 21.107, 20.372], [-13.577, 18.935, 6.805], [-7.140, 18.512, 9.836], [-14.137, 22.852, 15.873], [-10.233, 24.948, 14.702], [-13.519, 23.429, 6.501], [-9.069, 21.784, 5.125], [-10.479, 21.687, 11.247], [-6.959, 24.016, 7.428], [-6.203, 17.421, 6.113], [-6.743, 19.058, 15.370], [-9.204, 21.759, 10.351], [-6.088, 21.808, 17.820], [-15.276, 20.325, 8.222], [-8.498, 18.466, 13.896], [-7.548, 21.079, 19.522], [-12.010, 19.254, 8.424], [-16.956, 23.649, 7.493], [-5.356, 18.814, 14.804], [-6.458, 17.863, 11.015], [-14.307, 24.780, 14.469], [-10.255, 18.157, 12.377], [-7.329, 21.967, 3.446], [-8.696, 22.186, 12.554], [-8.364, 20.330, 6.951], [-11.590, 22.894, 7.839], [-8.773, 25.285, 14.974], [-14.312, 19.148, 8.145], [-5.667, 18.846, 7.890], [-6.256, 22.646, 16.575], [-8.340, 25.181, 5.939], [-5.522, 22.545, 8.596], [-9.668, 24.308, 16.787], [-15.499, 24.004, 7.815], [-7.019, 20.710, 2.604], [-12.447, 21.257, 15.186], [-9.696, 20.501, 18.704], [-8.054, 22.589, 2.921], [-8.641, 26.349, 14.754], [-15.281, 24.947, 14.927], [-11.034, 23.550, 7.169], [-6.584, 19.932, 16.004], [-6.991, 22.266, 15.866], [-15.161, 23.390, 8.647], [-6.475, 21.081, 1.733], [-7.126, 18.291, 16.040], [-10.882, 25.812, 14.848], [-5.745, 23.110, 9.500], [-10.487, 19.811, 19.003], [-5.332, 17.876, 14.244], [-9.355, 20.085, 17.755], [-7.874, 19.244, 10.174], [-13.649, 25.599, 14.755], [-6.508, 23.680, 16.814], [-7.935, 26.189, 5.853], [-7.324, 17.420, 11.527], [-11.331, 23.172, 8.855], [-14.429, 24.834, 13.389], [-11.274, 18.345, 12.713], [-11.686, 20.726, 15.754], [-5.571, 20.874, 17.601], [-10.862, 20.673, 11.332], [-6.440, 22.564, 3.633], [-14.980, 21.171, 7.605], [-8.936, 20.848, 9.828], [-9.942, 17.123, 12.474], [-9.148, 25.148, 6.668], [-17.415, 23.327, 8.431], [-9.261, 22.613, 9.675], [-11.284, 22.310, 10.862], [-5.477, 22.332, 18.553], [-8.911, 20.118, 7.862], [-5.870, 18.478, 11.691], [-8.788, 24.885, 4.990], [-13.928, 17.998, 6.379], [-7.387, 20.787, 7.102], [-13.756, 19.783, 6.145], [-11.411, 21.853, 7.590], [-5.284, 22.682, 16.073], [-7.973, 24.688, 14.545], [-8.242, 19.449, 6.322], [-17.549, 24.480, 7.109], [-10.303, 24.517, 13.704], [-7.038, 16.766, 5.862], [-6.487, 19.932, 3.145], [-5.322, 16.813, 5.906], [-11.889, 21.989, 14.599], [-6.290, 18.332, 5.528], [-5.792, 17.038, 10.753], [-14.758, 18.241, 8.556], [-15.314, 25.041, 8.093], [-4.561, 18.736, 15.552], [-17.143, 22.852, 6.775], [-5.781, 21.493, 8.637], [-4.985, 19.661, 14.224], [-10.157, 21.476, 18.543], [-10.298, 18.464, 11.329], [-7.700, 17.807, 9.222], [-16.231, 20.026, 7.777], [-15.462, 20.515, 9.276], [-4.429, 22.595, 8.584], [-12.886, 20.572, 14.454], [-7.933, 20.264, 2.211]], "homo_energy_ev": -10.195, "smiles": "C[C@H]1COC(=O)O1.CCOC(=O)OC.CCOC(=O)OC.CCOC(=O)OC.CCOC(=O)OC.CCOC(=O)OC.COC(=O)OC.COC(=O)OC.O=C1OCCO1.O=C1OCCO1", "relative_energy_kj_mol": 144.14, "homo_lumo_gap_ev": 10.12, "total_charge": 0, "spin_multiplicity": 1}

[2]
{"formula": "C36H68F9N11O12S3", "method": "wB97M-V/def2-TZVPD", "symbols": ["S", "S", "S", "F", "F", "F", "F", "F", "F", "F", "F", "F", "O", "O", "O", "O", "O", "O", "O", "O", "O", "O", "O", "O", "N", "N", "N", "N", "N", "N", "N", "N", "N", "N", "N", "C", "C", "C", "C", "C", "C", "C", "C", "C", "C", "C", "C", "C", "C", "C", "C", "C", "C", "C", "C", "C", "C", "C", "C", "C", "C", "C", "C", "C", "C", "C", "C", "C", "C", "C", "C", "H", "H", "H", "H", "H", "H", "H", "H", "H", "H", "H", "H", "H", "H", "H", "H", "H", "H", "H", "H", "H", "H", "H", "H", "H", "H", "H", "H", "H", "H", "H", "H", "H", "H", "H", "H", "H", "H", "H", "H", "H", "H", "H", "H", "H", "H", "H", "H", "H", "H", "H", "H", "H", "H", "H", "H", "H", "H", "H", "H", "H", "H", "H", "H", "H", "H", "H", "H"], "positions_angstrom": [[0.268, 1.560, 0.205], [6.706, -0.226, -1.612], [0.993, -5.120, -2.892], [4.009, -0.588, -1.497], [3.397, -4.239, -2.939], [1.967, -2.705, -2.249], [1.299, -0.040, -1.628], [-0.633, -0.689, -0.833], [5.142, -2.353, -1.912], [2.125, -3.178, -4.372], [-0.580, 0.911, -2.234], [5.284, -1.609, 0.061], [-0.748, 5.134, 3.619], [1.686, -6.234, -3.456], [-1.728, -2.556, 2.544], [0.882, -5.212, -1.443], [7.034, 0.237, -0.268], [6.216, 0.783, -2.522], [4.291, 4.703, -2.911], [0.931, 2.761, -0.276], [7.600, -1.169, -2.201], [-0.262, -4.737, -3.526], [-1.108, 1.738, 0.675], [1.067, 0.888, 1.224], [-3.276, 0.653, -5.447], [-3.665, -3.672, -2.368], [-5.266, 2.771, 4.085], [2.122, 4.824, -3.631], [-5.122, -3.594, -3.986], [-1.208, -2.233, 4.772], [5.850, -0.472, 3.042], [6.733, -1.392, 4.770], [-2.180, -1.186, -5.210], [1.514, 4.840, 3.638], [-4.581, 2.547, 2.042], [6.724, -1.422, 2.588], [-6.250, -3.254, -4.880], [-4.626, -2.947, -2.935], [-4.027, -0.348, -6.027], [-2.175, 0.110, -4.968], [5.172, -1.246, -1.207], [-2.653, -4.252, -0.218], [-1.608, -3.693, 5.031], [5.869, -0.493, 4.356], [-3.886, 2.696, 4.110], [-2.754, -3.217, -1.306], [-4.593, 2.675, 0.592], [8.356, -0.562, 6.473], [-1.548, -1.740, 3.363], [-1.589, -0.245, 3.174], [-3.451, 2.505, 2.841], [-5.641, 2.624, 2.829], [-0.362, -2.533, -6.182], [1.302, 5.379, -2.529], [5.004, 0.306, 2.152], [0.153, 4.879, 4.280], [-1.128, -2.180, -4.925], [-3.558, -4.825, -3.076], [3.187, 2.607, -3.183], [2.204, -3.730, -3.122], [-4.417, -4.760, -4.100], [-3.809, 2.007, -5.186], [-6.130, 3.118, 5.230], [7.226, -2.036, 3.665], [0.120, 0.341, -1.211], [7.279, -1.605, 6.109], [3.362, 4.055, -3.188], [0.081, 4.430, 5.695], [-3.244, -1.430, -6.037], [1.630, 4.015, 2.388], [-4.333, 1.344, -0.092], [-2.679, -3.805, 5.092], [-4.432, -5.445, -4.931], [-1.633, -3.061, -4.528], [-3.389, 2.393, 5.018], [0.000, -1.601, -6.637], [-4.955, -0.087, -6.505], [1.316, 3.011, 2.629], [7.707, -2.598, 6.169], [-0.495, -1.776, -4.136], [-1.108, -4.271, 4.261], [0.630, 4.616, -2.158], [-6.657, 2.657, 2.468], [-6.265, -4.070, -5.598], [-1.973, -3.904, 0.565], [4.035, -0.134, 1.910], [-1.794, -0.154, 2.102], [-0.925, 4.662, 6.030], [1.074, 4.458, 1.564], [1.959, 5.785, -1.765], [1.979, 5.758, 3.541], [-5.520, 3.117, 0.220], [-2.150, -5.164, -0.542], [-1.021, -2.995, -6.916], [-4.791, 2.101, -5.636], [-3.889, 3.456, 0.302], [-7.148, -3.370, -4.281], [-2.949, -2.212, -0.929], [-2.796, -5.573, -2.919], [2.375, 5.614, -4.239], [1.585, 4.192, -4.233], [-4.348, 1.510, -1.172], [-1.761, -3.090, -1.755], [2.740, 2.294, -2.230], [2.136, 4.414, 4.342], [0.368, 3.381, 5.782], [-7.151, 3.148, 4.859], [-1.455, 0.633, -4.365], [-1.416, -1.599, 5.548], [4.151, 2.092, -3.204], [-3.582, -4.452, 0.316], [7.045, -1.467, 1.557], [5.342, 0.131, 5.054], [7.957, -2.824, 3.683], [-3.415, -2.441, -6.367], [2.629, 4.159, 1.976], [-3.165, 2.725, -5.690], [-3.893, 2.145, -4.112], [0.719, 4.990, 6.387], [0.759, 6.244, -2.903], [-5.852, 4.118, 5.551], [-4.888, -1.964, -2.588], [-1.092, -3.973, 5.949], [-6.063, 2.391, 6.031], [9.270, -1.106, 6.704], [-0.613, 0.252, 3.149], [-5.086, 0.590, 0.127], [-0.192, -2.383, 4.888], [0.537, -3.122, -6.045], [-2.479, 2.424, 2.375], [8.120, -0.053, 7.407], [2.586, 2.208, -4.005], [-3.326, 1.008, 0.161], [-2.441, 0.131, 3.733], [-6.114, -2.306, -5.381], [4.572, 1.187, 2.658], [6.478, -1.552, 6.845], [5.643, 0.650, 1.340], [8.546, 0.187, 5.710]], "homo_energy_ev": -14.053, "relative_energy_kj_mol": 0.00, "homo_lumo_gap_ev": 5.26, "total_charge": 4, "spin_multiplicity": 1}